#i
19
Properties=species:S:1:pos:R:3:nbo_charge:R:1 method="wB97M-V/def2-TZVPD" gap_ha=0.3849 homo_energy_ev=-9.40 smiles="C=C=CCCCC" molar_mass_da=96.17
C -3.121 0.860 -0.080 -0.6018
C -1.979 0.020 -0.654 -0.3925
C -0.698 0.150 0.176 -0.3836
C 0.483 -0.692 -0.329 -0.4171
C 1.695 -0.548 0.563 -0.2783
C 2.958 -0.342 0.293 0.0948
C 4.250 -0.147 0.273 -0.4936
H -3.358 0.553 0.946 0.2012
H -2.854 1.923 -0.052 0.2020
H -4.037 0.763 -0.674 0.2099
H -2.287 -1.033 -0.700 0.1943
H -1.782 0.328 -1.690 0.1955
H -0.923 -0.135 1.215 0.1928
H -0.398 1.206 0.209 0.1988
H 0.175 -1.748 -0.355 0.2090
H 0.729 -0.416 -1.361 0.2113
H 1.533 -0.612 1.640 0.2201
H 4.670 0.856 0.303 0.2188
H 4.943 -0.985 0.278 0.2186

***

#ii
19
Properties=species:S:1:pos:R:3:nbo_charge:R:1 method="wB97M-V/def2-TZVPD" gap_ha=0.3820 homo_energy_ev=-9.15 smiles="C=CCC/C=C/C" molar_mass_da=96.17
C 2.927 0.228 -0.762 -0.6389
C 1.582 -0.414 -0.954 -0.1797
C 0.683 -0.591 0.014 -0.1891
C -1.623 1.752 1.200 -0.3998
C -1.957 0.467 1.124 -0.1743
C -1.863 -0.355 -0.132 -0.4310
C -0.637 -1.292 -0.157 -0.4221
H 3.728 -0.435 -1.111 0.2138
H 3.112 0.453 0.292 0.2105
H 3.016 1.161 -1.330 0.2141
H 1.351 -0.768 -1.961 0.1871
H -0.642 -1.841 -1.105 0.2086
H 0.911 -0.218 1.014 0.1956
H -1.270 2.292 0.322 0.1916
H -1.684 2.313 2.128 0.1986
H -2.302 -0.051 2.022 0.1937
H -2.767 -0.970 -0.241 0.2112
H -1.819 0.312 -1.001 0.2050
H -0.745 -2.042 0.640 0.2051

***

#iii
19
Properties=species:S:1:pos:R:3:nbo_charge:R:1 method="wB97M-V/def2-TZVPD" gap_ha=0.3207 homo_energy_ev=-8.27 molar_mass_da=96.17
C -0.768 -2.920 -0.788 -0.5958
C 0.188 -1.731 -0.764 -0.5759
C -0.259 -0.562 0.011 0.1736
C 0.858 0.183 0.615 -0.5735
C 0.638 1.667 0.830 -0.2286
C 0.003 2.447 -0.286 -0.4201
C -0.753 2.203 0.988 -0.4236
H -0.481 -3.651 -1.551 0.2067
H -1.790 -2.581 -0.979 0.2208
H -0.759 -3.428 0.182 0.2058
H 1.240 -2.045 -0.627 0.1821
H 0.160 -1.223 -1.754 0.2691
H -1.556 1.473 0.949 0.2409
H 1.861 -0.018 0.194 0.1945
H 0.844 -0.348 1.595 0.2731
H 1.427 2.169 1.388 0.2137
H 0.365 3.447 -0.503 0.2139
H -0.307 1.876 -1.160 0.2114
H -0.909 3.042 1.660 0.2119

***

#iv
19
Properties=species:S:1:pos:R:3:nbo_charge:R:1 method="wB97M-V/def2-TZVPD" gap_ha=0.3948 homo_energy_ev=-9.64 smiles=C[C@H]1[C@H]2CCC[C@@H]12 molar_mass_da=96.17
C 1.398 1.296 1.030 -0.6163
C 0.046 1.414 0.369 -0.2157
C -0.350 0.673 -0.883 -0.2279
C 0.418 -0.584 -1.329 -0.4223
C -0.353 -1.688 -0.594 -0.4249
C -0.653 -1.103 0.791 -0.4223
C -1.019 0.349 0.438 -0.2282
H 2.118 1.975 0.558 0.2126
H 1.331 1.562 2.092 0.2124
H 1.811 0.285 0.969 0.2065
H -0.355 2.428 0.414 0.2128
H -0.886 1.224 -1.653 0.2173
H 0.342 -0.767 -2.397 0.2183
H 1.493 -0.483 -1.108 0.2040
H -1.428 -1.753 -1.151 0.1844
H -0.544 -2.703 -0.939 0.2497
H 0.158 -1.131 1.538 0.2040
H -1.483 -1.656 1.224 0.2182
H -2.044 0.661 0.630 0.2173

***

What should be chosen as the least stable of them? Choose #iii.

***

#i
19
Properties=species:S:1:pos:R:3:nbo_charge:R:1 method="wB97M-V/def2-TZVPD" gap_ha=0.3812 homo_energy_ev=-9.13 smiles="C=CCC/C=C/C" molar_mass_da=96.17
C -0.537 -0.530 -2.870 -0.6396
C -0.190 0.288 -1.661 -0.1825
C -0.719 0.122 -0.451 -0.1837
C 1.213 -1.427 1.524 -0.3973
C 0.534 -0.484 2.169 -0.1798
C 0.508 0.942 1.696 -0.4339
C -0.617 1.144 0.656 -0.4258
H -0.833 0.156 -3.676 0.2152
H -1.394 -1.183 -2.662 0.2113
H 0.297 -1.137 -3.244 0.2142
H 0.477 1.140 -1.818 0.1855
H -0.507 2.136 0.200 0.2105
H -1.324 -0.767 -0.251 0.1953
H 1.829 -1.162 0.665 0.1931
H 1.129 -2.482 1.768 0.1988
H -0.118 -0.747 3.002 0.1960
H 0.359 1.642 2.530 0.2109
H 1.472 1.197 1.240 0.2057
H -1.578 1.150 1.183 0.2061

***

#ii
19
Properties=species:S:1:pos:R:3:nbo_charge:R:1 method="wB97M-V/def2-TZVPD" gap_ha=0.3916 homo_energy_ev=-9.60 smiles=CC1(C)CC1.C#C molar_mass_da=96.17
C 4.435 0.429 0.674 -0.2374
C -0.098 0.881 0.164 -0.4393
C 3.741 0.577 -0.301 -0.2584
C -0.348 0.251 -1.175 -0.4025
C -1.174 -0.213 -0.065 -0.0926
C -0.944 -1.569 0.495 -0.5995
C -2.613 0.312 0.130 -0.6010
H 5.082 -0.022 1.524 0.2582
H 0.473 -0.387 -1.553 0.2208
H -0.355 1.861 0.523 0.2155
H 0.946 0.694 0.516 0.2181
H 3.193 1.137 -1.015 0.2373
H -0.967 0.789 -2.027 0.2038
H -1.734 -2.317 0.036 0.2074
H -0.754 -1.711 1.602 0.2232
H 0.073 -1.997 0.074 0.2046
H -2.990 0.529 -0.883 0.2081
H -2.709 1.245 0.759 0.2164
H -3.253 -0.488 0.522 0.2174

***

#iii
19
Properties=species:S:1:pos:R:3:nbo_charge:R:1 method="wB97M-V/def2-TZVPD" gap_ha=0.2541 homo_energy_ev=-6.71 molar_mass_da=96.17
C 1.055 0.372 -1.564 -0.6387
C 0.716 0.281 -0.025 0.0154
C 1.715 0.127 1.063 -0.5678
C -0.793 -0.912 0.297 -0.0713
C -0.591 0.531 0.364 -0.0841
C -1.089 1.459 1.433 -0.6437
C -0.951 -1.663 -0.989 -0.6610
H 1.410 -0.633 -1.937 0.2200
H 1.815 1.170 -1.543 0.2425
H 0.184 0.748 -2.240 0.2300
H 2.787 -0.161 0.870 0.2061
H 1.442 0.608 2.096 0.1973
H -1.125 -1.568 1.105 0.2072
H -1.683 2.379 1.019 0.2323
H -0.088 1.833 1.869 0.2211
H -1.656 0.932 2.152 0.2176
H 0.046 -1.869 -1.395 0.2208
H -1.704 -1.046 -1.647 0.2308
H -1.489 -2.588 -0.927 0.2253

***

What should be chosen as the least stable of them? Choose #iii.

***

#i
22
Properties=species:S:1:pos:R:3:nbo_charge:R:1 method="wB97M-V/def2-TZVPD" gap_ha=0.2403 homo_energy_ev=-8.59 molar_mass_da=138.24
C 0.918 1.347 0.612 -0.6577
C 0.820 -0.084 0.062 -0.0701
C 1.979 -0.929 0.690 -0.5616
S 3.499 -0.443 -0.217 0.0327
N -0.499 -0.773 0.217 -0.7159
C -1.362 -0.601 -0.865 0.2688
N -2.043 0.635 -0.985 -0.7680
H 1.204 1.363 1.675 0.2150
H -0.042 1.873 0.626 0.2600
H 1.560 1.950 -0.047 0.2166
H 1.051 0.033 -1.014 0.1958
H 1.703 -2.004 0.588 0.2132
H 1.945 -0.690 1.750 0.2150
H -0.382 -0.819 -2.674 0.2327
H -0.965 -0.241 1.109 0.4796
H -1.903 -1.546 -0.972 0.2147
H -0.488 -0.711 -1.817 -0.0047
H -2.101 1.083 -0.057 0.4750
H -2.938 0.553 -1.429 0.3784
H 2.080 -1.628 -1.227 0.1117
H -2.279 0.655 2.359 0.4522
O -1.759 0.978 1.618 -1.1836

***

#ii
22
Properties=species:S:1:pos:R:3:nbo_charge:R:1 method="wB97M-V/def2-TZVPD" gap_ha=0.3348 homo_energy_ev=-8.36 smiles=CN[C@@H](CN)CS.O molar_mass_da=138.24
C 1.174 -0.416 -2.023 -0.4371
N 0.443 0.858 -1.745 -0.6672
C -0.062 1.048 -0.310 -0.0566
C 1.244 1.022 0.594 -0.5126
S 0.919 1.207 2.404 -0.0885
C -1.226 0.036 -0.245 -0.2380
N -2.147 0.200 0.992 -0.8760
H 0.694 -1.326 -1.676 0.1861
H 2.201 -0.198 -1.650 0.1987
H 1.171 -0.666 -3.110 0.2062
H -0.197 1.166 -2.488 0.3697
H -0.523 1.991 -0.297 0.1897
H 1.806 1.898 0.266 0.2352
H 1.842 0.129 0.503 0.2355
H 1.014 -0.129 2.837 0.1512
H -1.856 0.023 -1.131 0.1890
H -0.726 -0.934 -0.161 0.1950
H -3.084 0.136 0.657 0.3533
H -2.031 1.131 1.428 0.3654
H -0.652 -1.754 1.615 0.4862
H -0.061 -3.041 2.114 0.4700
O 0.057 -2.380 1.427 -0.9552

***

#iii
22
Properties=species:S:1:pos:R:3:nbo_charge:R:1 method="wB97M-V/def2-TZVPD" gap_ha=0.3389 homo_energy_ev=-8.62 smiles=NC[C@H](N)CCS.O molar_mass_da=138.24
N -0.094 -0.546 -2.097 -0.8547
C 0.234 -0.362 -0.673 -0.0593
C -1.101 -0.473 0.134 -0.4363
C -0.948 -1.399 1.321 -0.5196
S -0.429 -3.085 0.944 -0.0518
C 1.049 0.927 -0.405 -0.2183
N 2.389 0.900 -0.911 -0.8648
H -0.497 0.306 -2.419 0.3519
H 0.682 -0.885 -2.651 0.3744
H 0.965 -1.088 -0.306 0.1936
H -1.782 -0.882 -0.611 0.2254
H -1.409 0.519 0.474 0.2207
H -1.938 -1.518 1.788 0.2154
H -0.344 -1.012 2.142 0.2321
H -1.249 -3.363 -0.069 0.1216
H 0.869 1.130 0.669 0.1486
H 0.604 1.844 -0.831 0.1647
H 2.985 0.172 -0.590 0.3715
H 2.756 1.821 -1.081 0.3753
H -0.197 2.513 1.658 0.4640
H -1.613 2.441 1.487 0.4630
O -0.931 2.041 2.025 -0.9174

***

What should be chosen as the least stable of them? Choose #i.